Density functional theory data (the ωB97M-V functional and the def2-TZVPD basis) for a structure of composition C43H47HfN8O6PS3SbSe4 at a distorted geometry.

The molar mass is 1515.2 g/mol. The calculation puts the energy above the lowest of the compared OMol25 structures with the same formula, charge and spin at 260.0 kJ/mol. Its net charge is +1. As for the gap between HOMO and LUMO: 6.6 eV. The LUMO energy is -3.23 eV.

Each line ends with the Löwdin charge.
CARTESIAN COORDINATES (ANGSTROEM)
1 Hf -0.084 1.545 -0.365  1.4488
2 C 0.978 -3.975 1.069  -0.0799
3 O 1.704 -2.848 1.609  -0.0137
4 C 1.403 -1.795 0.789  -0.3195
5 N 0.701 -2.003 -0.235  0.2136
6 C 0.525 -3.472 -0.313  -0.2237
7 C -0.839 -3.948 -0.739  -0.1795
8 C -1.627 -3.202 -1.609  -0.0334
9 C -2.799 -3.745 -2.114  -0.0878
10 C -3.221 -5.011 -1.733  -0.0853
11 C -2.452 -5.748 -0.845  -0.0713
12 C -1.263 -5.221 -0.363  -0.0384
13 C 2.083 -0.553 1.234  -0.1808
14 C 3.432 -0.658 1.561  -0.0024
15 C 4.109 0.458 2.007  -0.0118
16 C 3.388 1.625 2.208  0.0516
17 C 2.051 1.627 1.880  -0.2131
18 N 1.394 0.580 1.351  0.0970
19 C 1.196 2.781 2.156  -0.3752
20 N 0.089 2.946 1.539  0.0209
21 C -0.534 4.178 2.070  -0.2479
22 C 0.366 4.482 3.289  -0.0131
23 O 1.545 3.637 3.090  0.0559
24 C -1.979 4.011 2.471  -0.2480
25 C -2.814 5.120 2.477  -0.0747
26 C -4.147 4.994 2.847  -0.0776
27 C -4.650 3.755 3.215  -0.0771
28 C -3.811 2.649 3.234  -0.0620
29 C -2.480 2.776 2.868  -0.0562
30 H 1.658 -4.823 1.031  0.1340
31 H 0.142 -4.200 1.734  0.1236
32 H 1.235 -3.809 -1.077  0.1558
33 H -1.290 -2.215 -1.911  0.1055
34 H -3.391 -3.186 -2.829  0.0987
35 H -4.137 -5.425 -2.137  0.1073
36 H -2.764 -6.741 -0.545  0.1085
37 H -0.653 -5.825 0.301  0.1125
38 H 3.931 -1.607 1.434  0.1327
39 H 5.171 0.420 2.215  0.1286
40 H 3.839 2.518 2.617  0.1374
41 H -0.451 4.942 1.299  0.1445
42 H 0.691 5.513 3.369  0.1391
43 H -0.090 4.143 4.216  0.1323
44 H -2.427 6.086 2.170  0.1046
45 H -4.796 5.861 2.832  0.1138
46 H -5.694 3.651 3.480  0.1101
47 H -4.197 1.681 3.533  0.1021
48 H -1.836 1.907 2.878  0.0583
49 Se -3.682 6.798 -0.698  0.0514
50 Sb -3.957 4.362 -1.152  -0.0576
51 Se -6.026 3.294 -0.791  0.0052
52 Se -3.684 6.003 -3.021  0.0724
53 Se -1.905 3.151 -0.788  0.2909
54 S 2.496 1.997 -3.485  0.8996
55 P 3.784 0.318 -3.191  0.2746
56 S 4.788 0.189 -1.545  0.3156
57 C 4.772 0.795 -4.640  -0.4164
58 C 6.061 1.286 -4.460  -0.0968
59 C 6.822 1.646 -5.562  -0.0674
60 C 6.299 1.513 -6.840  -0.0676
61 C 5.012 1.021 -7.024  -0.0677
62 C 4.248 0.660 -5.927  -0.0949
63 C 2.881 -1.177 -3.662  -0.3741
64 C 3.536 -2.390 -3.450  -0.0952
65 C 2.937 -3.578 -3.839  -0.0803
66 C 1.684 -3.560 -4.440  -0.0778
67 C 1.034 -2.352 -4.649  -0.0719
68 C 1.625 -1.160 -4.256  -0.0960
69 H 6.457 1.376 -3.456  0.0717
70 H 7.826 2.026 -5.423  0.1093
71 H 6.897 1.791 -7.700  0.1095
72 H 4.608 0.914 -8.023  0.1096
73 H 3.248 0.268 -6.072  0.1021
74 H 4.510 -2.400 -2.976  0.0898
75 H 3.455 -4.517 -3.685  0.1070
76 H 1.217 -4.488 -4.749  0.1078
77 H 0.061 -2.335 -5.124  0.1084
78 H 1.103 -0.225 -4.416  0.0838
79 C 2.535 -0.666 7.463  -0.0705
80 N 1.597 0.076 6.642  -0.0561
81 C 1.187 -0.283 5.422  -0.9008
82 N 1.706 -1.418 4.915  0.1189
83 S 0.098 0.664 4.554  0.6576
84 H 2.717 -0.105 8.375  0.0921
85 H 3.492 -0.796 6.952  0.0897
86 H 2.139 -1.645 7.745  0.0910
87 H 1.188 0.922 6.990  0.1143
88 H 2.239 -2.062 5.479  0.0966
89 H 1.359 -1.746 4.031  0.0745
90 O 0.012 1.561 -2.573  -0.3194
91 N 1.317 1.772 -2.185  -0.8601
92 O 1.284 2.893 -1.316  -0.3094
93 O 1.624 0.682 -1.372  -0.3470
94 C -3.387 0.226 -2.216  -0.0265
95 N -3.751 0.001 -0.821  -0.0448
96 C -5.163 -0.254 -0.522  -0.1564
97 C -5.302 -1.579 0.196  -0.1314
98 C -4.496 -1.500 1.473  -0.1337
99 N -3.194 -0.864 1.260  -0.0419
100 C -2.240 -1.071 2.336  -0.0368
101 C -2.839 -0.253 0.117  -0.4373
102 O -1.626 0.119 -0.048  -0.2053
103 H -3.620 -0.662 -2.808  0.0917
104 H -2.337 0.456 -2.307  0.0522
105 H -3.964 1.064 -2.597  0.0813
106 H -5.706 -0.230 -1.462  0.1273
107 H -5.544 0.567 0.089  0.0672
108 H -4.936 -2.386 -0.437  0.1093
109 H -6.345 -1.782 0.435  0.1266
110 H -4.310 -2.494 1.884  0.1296
111 H -5.036 -0.926 2.232  0.1298
112 H -1.956 -2.128 2.379  0.0984
113 H -2.697 -0.789 3.285  0.0900
114 H -1.359 -0.467 2.196  0.0296

Forces on the atoms, in the same order (eV/Å):
0.4 -1.1 0.3
0.1 0.1 0.0
0.1 0.0 0.0
0.0 -0.2 0.0
0.0 0.0 0.0
0.0 0.1 0.1
0.0 0.0 0.0
0.1 0.0 -0.1
-0.1 0.1 0.0
0.0 0.0 0.0
0.0 0.0 0.0
0.0 0.0 0.1
0.0 -0.1 0.0
-0.1 0.1 0.0
-0.1 0.0 0.0
0.1 0.0 0.1
0.2 -0.2 0.2
0.3 0.2 -0.4
-0.1 0.0 0.1
0.1 -0.4 -0.3
-0.1 -0.1 0.2
0.0 -0.1 0.0
0.0 0.1 -0.2
0.0 -0.1 0.0
0.0 0.0 0.0
0.0 0.0 0.0
0.0 0.0 0.0
0.0 0.0 0.0
0.0 0.1 0.0
0.0 0.0 0.0
0.0 0.1 0.0
0.0 0.0 0.0
0.0 0.0 0.0
0.0 0.1 0.0
0.0 0.0 0.0
0.0 0.0 0.0
0.0 0.0 0.0
0.0 0.0 0.0
0.0 0.0 0.0
0.0 0.0 0.0
0.0 0.1 0.0
0.0 0.0 0.0
-0.1 0.0 0.1
0.0 0.0 0.0
0.0 0.0 0.0
0.0 0.0 0.0
0.0 0.0 0.0
0.1 -0.1 0.0
0.1 -0.1 -0.1
-0.4 0.1 0.0
-0.1 -0.1 0.0
0.1 0.0 0.2
-1.3 1.6 -0.5
0.2 0.0 -0.3
0.0 0.2 -0.1
0.1 0.0 0.0
0.0 -0.1 0.0
0.0 0.0 0.0
0.0 0.0 0.0
0.0 0.0 -0.1
0.0 0.0 0.0
0.0 0.0 0.0
0.0 0.0 0.1
0.0 0.0 0.0
0.0 0.0 0.0
0.0 0.0 0.0
-0.1 0.0 0.0
0.0 0.0 -0.1
0.0 0.0 0.0
0.0 0.0 0.0
0.0 0.0 0.0
0.0 0.0 0.0
0.0 0.0 0.0
0.0 0.0 0.0
0.0 0.0 0.0
0.0 0.0 0.0
0.0 0.0 0.0
0.0 0.0 0.1
0.0 0.0 0.0
0.1 -0.2 0.1
0.1 0.0 -0.1
0.1 -0.2 0.1
-0.1 0.0 0.0
0.0 0.0 0.0
0.0 0.0 0.0
0.0 0.0 0.0
-0.1 0.1 0.1
0.0 0.1 -0.1
0.0 0.0 -0.1
0.3 0.0 0.2
-0.1 -0.1 0.7
0.0 -0.7 -0.1
-0.3 0.3 0.1
-0.2 0.1 0.1
-0.1 -0.3 0.0
0.0 0.0 0.0
0.0 0.0 0.0
0.0 0.0 0.0
0.1 0.1 -0.1
-0.2 0.0 0.0
0.0 0.2 0.1
0.8 0.0 0.1
0.0 0.0 0.0
0.2 0.0 0.0
0.0 0.1 0.0
0.0 0.0 0.0
0.0 0.0 0.0
0.1 -0.1 -0.1
0.0 0.0 0.0
0.0 0.0 0.0
0.0 0.0 0.0
0.0 0.0 0.0
0.0 0.0 0.0
0.2 0.1 0.0